1.
C10H14N2O5S | ωB97M-V/def2-TZVPD

Structure (XYZ):
```
32
Properties=species:S:1:pos:R:3:forces:R:3
C 5.577968 -1.962625 1.031971 -0.1 0.1 0.4
C 4.157123 -2.476347 0.825740 0.6 -0.4 0.5
O 3.295255 -1.340265 0.668564 -2.0 0.2 -0.6
C 2.002089 -1.584919 0.229378 -0.8 -3.6 -0.2
O 1.539695 -2.715974 -0.026340 2.0 2.9 0.7
C 1.099555 -0.418258 0.162626 0.7 3.4 1.2
C 1.427968 0.965141 0.517158 1.0 -0.6 -0.4
C 0.261278 1.676692 0.430325 0.6 -0.4 -0.2
O 0.072284 3.054928 0.509839 -0.3 -1.3 0.2
N -0.722717 0.740586 0.103662 0.8 1.4 0.9
C -2.153623 1.059132 -0.058315 0.3 0.0 0.1
C -2.364344 1.418070 -1.534151 -0.3 -0.2 -0.8
C -3.858451 1.369073 -1.845342 -0.6 0.6 -0.1
S -4.599996 0.263259 -0.607377 -2.2 -2.0 0.7
O -5.103226 -1.007332 -1.184973 1.3 2.3 0.5
O -5.543669 1.005742 0.234171 1.2 -0.3 -1.0
C -3.108491 -0.067537 0.396085 0.6 0.4 -1.7
N -0.192166 -0.494697 -0.068908 -1.1 -0.1 0.0
H 6.322465 -2.774891 0.929224 -0.5 0.2 0.3
H 5.581554 -1.545551 2.053931 0.6 0.1 -0.5
H 5.867578 -1.214506 0.279793 -0.3 0.0 0.3
H 4.133817 -3.086200 -0.051010 -0.4 -0.4 -0.6
H 3.860427 -3.098834 1.704704 -0.1 0.5 -0.7
H 2.428289 1.399387 0.705543 -0.8 -0.5 -0.1
H 0.798716 3.488380 1.008960 -0.6 -0.8 -0.4
H -2.431719 1.952544 0.550008 0.8 -0.5 -0.3
H -1.852148 0.709232 -2.211434 -0.1 0.1 0.6
H -1.956333 2.410747 -1.756108 0.0 -0.2 0.2
H -4.077834 0.963121 -2.834201 0.0 -0.1 0.2
H -4.375150 2.355291 -1.767424 0.4 -0.8 0.2
H -2.707607 -1.060309 0.183987 -0.1 0.1 -0.2
H -3.378585 0.016922 1.419916 -0.3 0.1 0.8
```
Positions in Å, forces in eV/Å.

E_LUMO in eV: 0.2
SMILES string: CCOC(=O)c1cc(O)n([C@H]2CCS(=O)(=O)C2)n1
Strongest force on any atom in hartree/bohr: 0.07164
E_tot in Ha: -1273.30686
Orbital gap in eV: 9.77

These are the Löwdin partial charges, in e, on atoms 1 to 5: number 1, C, carries -0.08; number 2, C, carries -0.24; number 3, O, carries -0.02; number 4, C, carries -0.36; number 5, O, carries 0.08

***

2.
C10H14N2S | ωB97M-V/def2-TZVPD

Structure (XYZ):
```
27
Properties=species:S:1:pos:R:3:forces:R:3
C -0.513316 -2.273760 -0.082912 1.4 -0.8 0.6
C -3.201406 1.139719 1.192974 -0.7 0.5 0.7
C -1.838733 0.796014 1.210631 1.3 3.5 1.5
C -3.912549 0.212697 0.517853 0.8 -0.2 -0.6
C -1.504128 -0.271190 0.529977 -0.1 -2.4 -1.6
C 2.226133 -1.277959 1.489719 -0.3 0.9 -1.2
C 0.441532 0.939926 -1.604631 -0.3 2.4 -1.6
C 0.841253 -1.299838 -2.094586 2.8 -0.2 0.5
C 0.829558 -0.656096 1.490360 0.6 0.3 -1.0
C -0.209839 -0.958842 0.414885 1.7 1.7 -2.6
N -0.655110 -3.333221 -0.505601 -0.3 0.0 0.1
N 0.894063 -0.255839 -1.063623 -1.7 -3.4 2.4
S -2.925601 -0.974602 -0.225011 0.1 0.2 0.6
H -3.660930 1.995864 1.707020 0.4 -0.5 -0.3
H -1.036541 1.442007 1.611778 -0.7 -0.4 0.2
H -4.943798 0.177431 0.357353 -1.4 0.0 -0.2
H 2.290086 -2.344630 1.427472 -0.3 -0.7 0.2
H 2.621080 -0.889388 0.546965 0.7 -0.2 0.3
H 2.788902 -0.911163 2.357810 -0.1 -0.1 -0.3
H -0.457767 0.868882 -2.216181 -0.4 -0.4 -0.4
H 0.148241 1.769210 -0.925555 0.9 -0.6 0.1
H 1.277108 1.249643 -2.344965 -1.2 0.1 1.2
H 1.356240 -2.244850 -1.695677 -1.3 1.2 -0.7
H -0.090342 -1.446790 -2.654876 0.0 -0.1 0.4
H 1.602341 -0.900988 -2.775370 -0.2 -0.3 -0.6
H 1.019857 0.425479 1.423019 -0.3 -0.2 -0.1
H 0.398635 -0.804998 2.408842 -1.4 -0.4 2.4
```
Positions in Å, forces in eV/Å.

E_LUMO (spin up / spin down) in eV: 0.1 / 0.1
Strongest force on any atom in hartree/bohr: 0.08727
E_tot in Ha: -897.01703
Orbital gap (spin up / spin down) in eV: 8.58 / 8.58

These are the Löwdin partial charges, in e, on atoms 1 to 5: number 1, C, carries -0.30; number 2, C, carries -0.17; number 3, C, carries -0.16; number 4, C, carries -0.40; number 5, C, carries -0.50

***

3.
C10H14N3 | ωB97M-V/def2-TZVPD

Structure (XYZ):
```
27
Properties=species:S:1:pos:R:3:forces:R:3
C -1.644467 0.644082 -2.507750 2.2 -0.5 -2.1
N -0.825119 1.526738 -2.057161 0.3 -0.9 -2.8
C -0.279853 2.685105 -2.953278 1.3 0.6 2.8
C -0.313273 1.509622 -0.713471 -5.0 -0.1 0.7
C -0.708767 0.343764 0.178945 2.8 -2.0 -2.1
C -1.563882 0.503836 1.354279 2.6 0.6 3.0
C 0.168073 -0.723564 -0.091423 -1.4 2.3 -0.4
C 0.807690 -1.536500 0.959927 0.6 0.7 -0.9
C 0.209402 -2.234056 1.952664 0.0 -3.0 2.7
C 1.154287 -2.987490 2.758134 -1.8 -0.7 -0.4
N 2.432924 -2.808646 2.626989 0.5 -0.5 2.7
C 2.874961 -1.793571 1.930619 2.1 -0.9 -2.9
N 2.163133 -1.312351 0.910531 -0.4 0.7 1.0
H -1.730804 -0.333257 -2.043542 -0.7 0.5 1.0
H -1.846933 0.584977 -3.604440 -0.3 0.8 1.0
H -0.306318 3.554219 -2.231358 -0.4 -0.6 -1.1
H 0.833967 2.740917 -3.334192 -2.2 -1.4 0.8
H -1.021879 2.713621 -3.682822 -0.7 0.7 -1.6
H -0.755567 2.448840 -0.423129 0.4 0.5 1.3
H 0.675540 1.545633 -0.783468 4.2 0.6 -0.2
H -1.401145 -0.424947 1.940077 -1.3 0.5 -0.3
H -2.539876 0.927076 1.247321 -0.8 -0.5 -0.4
H -1.088034 1.251638 2.101678 -0.4 -0.7 -1.2
H 0.681825 -0.735917 -1.117915 -0.4 0.2 1.8
H -0.845618 -2.537620 2.199512 1.0 1.0 -1.0
H 0.828373 -3.866327 3.425617 0.3 1.6 -1.1
H 4.041361 -1.685822 1.957657 -2.4 0.5 -0.1
```
Positions in Å, forces in eV/Å.

E_LUMO in eV: -4.8
SMILES string: C=[N+](C)C/C(C)=C/c1ccncn1
Strongest force on any atom in hartree/bohr: 0.09844
Net charge: +1
E_tot in Ha: -553.31158
Orbital gap in eV: 7.33

These are the Löwdin partial charges, in e, on atoms 1 to 5: number 1, C, carries 0.19; number 2, N, carries -0.13; number 3, C, carries 0.06; number 4, C, carries -0.12; number 5, C, carries -0.26

***

For reference, ΔE to the lowest compared entry with this formula, charge and spin by record: 40.81; 99.32; 116.21 kcal per mole.